# 1
# C4H15N2O2

3 unconnected molecules or ions with the total composition C4H15N2O2 at a distorted geometry (wB97M-V/def2-TZVPD, the OMol25 dataset).

Atoms and positions in Å:
C 0.6138 -0.9232 -1.0175
C -0.3603 -2.0357 -0.8441
C -1.0726 -1.6448 0.5495
C -1.9476 -0.3537 0.5123
N -1.1431 0.7871 0.9131
N -0.0657 0.2966 -1.3636
H 1.3255 -0.7542 -0.1133
H 1.3915 -1.1130 -1.7850
H 0.0949 -3.0297 -0.8301
H -1.0749 -2.0887 -1.6332
H -0.2176 -1.4814 1.3735
H -1.5481 -2.6169 0.8576
H -2.8470 -0.5225 1.1328
H -2.2446 -0.1288 -0.5185
H -0.5756 0.7257 -0.5256
H -1.7418 1.4695 1.4173
H 0.4393 0.7273 -2.1847
H 0.5194 0.4610 3.7335
H 0.2370 0.7384 2.2204
O 0.8584 0.2745 2.8456
H 2.7215 4.0112 -2.2583
H 3.5323 3.8466 -0.8550
O 3.1053 3.3547 -1.6267

Cartesian forces, eV/Å:
3.07 1.05 -0.89
-0.98 0.41 3.19
2.59 -2.03 0.06
1.25 -0.29 2.62
-1.50 -1.51 0.34
0.44 -1.00 -0.98
-1.37 -0.30 -0.68
-0.57 0.05 0.03
0.30 0.30 0.47
-0.60 0.32 -0.69
-1.89 -0.29 -1.85
-0.60 1.44 -0.02
0.05 0.68 -0.45
-0.24 -0.01 -1.05
0.87 0.85 -1.23
0.12 -0.05 -0.61
-1.05 0.47 1.73
0.19 -0.04 -0.15
1.04 -0.51 0.84
-1.05 0.50 -0.65
0.74 -0.54 1.09
-1.00 -0.73 -1.87
0.19 1.22 0.77

Calculated values
**ΔE to the lowest compared entry with this formula, charge and spin**: 723.2 kJ/mol
**Total charge**: +1
**E_HOMO**: -14.0666 eV



# 2
# C22H33N4O6PTi

A molecular structure, C22H33N4O6PTi at a distorted geometry (wB97M-V/def2-TZVPD, the OMol25 dataset).

Atoms and positions in Å:
O -2.9315 -1.8217 -3.5218
H -3.0404 -2.0942 -4.4508
Ti -0.3271 -0.7847 -1.5010
N -2.0406 -1.3551 -0.5344
N -1.4349 1.0742 -1.1017
N 1.2913 -1.9280 -1.0980
N 1.3386 0.5652 -1.5210
O -2.1812 -2.5184 -0.0229
O 1.2338 -3.2532 -0.5914
O 1.3747 1.9271 -1.4962
O -1.0832 2.3282 -1.1145
C -2.7689 0.8518 -0.8701
C -3.1133 -0.4918 -0.6084
C 2.5309 -1.4228 -1.2918
C 2.5498 -0.0131 -1.5142
C -4.4724 -1.0512 -0.5034
H -4.6506 -1.6862 -1.3859
H -5.2102 -0.2457 -0.4965
H -4.5821 -1.6454 0.4135
C -3.7025 2.0051 -0.8236
H -3.5315 2.6751 -1.6781
H -3.5441 2.5888 0.0965
H -4.7435 1.6426 -0.8381
C 3.7249 -2.2541 -1.1495
C 3.8244 0.7470 -1.5615
H 3.5493 -3.3093 -1.3901
H 4.1337 -2.1754 -0.1326
H 4.4910 -1.8663 -1.8322
H 3.6213 1.8171 -1.6221
H 4.3967 0.4366 -2.4483
H 4.4264 0.5444 -0.6629
H 0.3497 -3.5834 -0.8537
H 0.3670 2.1599 -1.3591
C -0.7886 -0.4831 -3.4142
H -2.0958 -1.1786 -3.5352
H -0.1144 -1.0386 -4.0810
H -0.9430 0.5422 -3.7559
O -0.9168 -2.8372 -2.3540
H -1.8277 -2.7487 -2.8374
H -0.4467 -3.4854 -2.9110
C -0.0429 -1.6375 2.3120
P 0.2067 -0.1400 1.3013
C -0.8519 1.0611 2.1727
C -0.4421 2.3483 2.5556
C -1.3750 3.3341 2.9020
C -2.7378 3.0109 2.9717
C -3.1452 1.6946 2.7244
C -2.2054 0.7230 2.3627
C 1.9256 0.3015 1.7362
C 2.8234 -0.6988 2.1401
C 4.1740 -0.4129 2.3473
C 4.6557 0.8889 2.1700
C 3.7797 1.8906 1.7344
C 2.4478 1.5769 1.4490
H -1.1009 -1.8821 2.3707
H 0.3553 -1.4342 3.3075
H 0.4789 -2.4854 1.8530
H 0.6220 2.5716 2.5823
H -1.0309 4.3511 3.1165
H -3.4764 3.7689 3.2341
H -4.1924 1.3928 2.8122
H -2.5138 -0.3120 2.2031
H 2.4579 -1.7124 2.3037
H 4.8409 -1.2180 2.6740
H 5.7054 1.1199 2.3796
H 4.1251 2.9247 1.6226
H 1.8038 2.3406 1.0153

Cartesian forces, eV/Å:
-1.14 -1.15 -0.83
-0.17 0.14 0.47
1.01 0.01 -1.21
-1.44 -0.38 0.99
-1.20 1.37 0.47
-0.03 0.01 -0.10
1.27 -1.11 -0.21
-0.28 1.43 -0.58
0.04 0.04 -0.28
-1.30 0.50 0.03
-0.63 -1.76 -0.12
1.02 -0.18 -0.11
0.97 -0.47 -0.33
-1.28 0.57 0.15
-0.96 -0.72 0.52
-0.54 0.20 0.34
0.10 0.06 0.31
0.03 -0.27 0.01
0.03 0.02 -0.32
-0.56 0.01 -0.03
-0.01 -0.22 0.26
0.03 -0.15 -0.26
0.45 0.33 -0.01
1.13 -0.21 -0.23
0.36 0.09 -0.19
-0.08 0.32 0.15
-0.02 -0.16 -0.10
0.02 -0.19 0.18
0.10 -0.19 -0.01
0.01 0.17 0.23
-0.10 0.07 -0.30
0.36 0.45 0.12
1.25 0.20 -0.30
1.20 1.32 0.92
0.17 0.43 0.30
-0.13 0.07 -0.09
0.09 0.09 -0.21
-0.54 -1.58 -0.65
0.80 0.39 0.72
0.15 0.64 0.40
0.22 -0.14 0.03
0.01 -0.10 0.05
-0.38 0.39 0.66
-0.24 0.11 -0.21
-0.14 -0.39 0.10
0.23 -0.17 -0.15
0.30 -0.22 0.15
0.08 0.32 -0.32
0.61 0.08 -0.62
-0.08 0.15 0.15
0.01 0.10 0.01
-0.20 -0.02 0.12
-0.04 -0.20 0.06
0.05 0.00 0.31
0.03 -0.03 -0.04
-0.11 -0.20 0.05
-0.16 0.15 0.07
-0.39 0.15 -0.11
-0.16 -0.43 0.01
0.22 -0.17 -0.08
0.31 0.23 0.06
-0.12 0.34 -0.08
0.21 0.25 -0.03
-0.21 0.36 -0.15
-0.42 -0.08 -0.10
-0.08 -0.49 -0.12
0.25 -0.21 0.06

Calculated values
**Multiplicity**: 3
**Expectation value of S²**: 2.2003
**E_HOMO (alpha / beta)**: -5.6753 / -6.9161 eV



# 3
# C30H23IrN11OS

A molecular structure, C30H23IrN11OS (wB97M-V/def2-TZVPD, the OMol25 dataset).

Atoms and positions in Å:
Ir 0.5645 0.7160 2.4257
N 4.3076 2.5195 2.8065
C 4.8362 1.5240 1.9866
C 6.1421 1.2260 1.6103
C 6.3049 0.1270 0.7949
C 5.2138 -0.6439 0.3657
C 3.9218 -0.3412 0.7413
C 3.7468 0.7604 1.5737
N 2.5948 1.3100 2.1305
C 2.9833 2.3440 2.8699
C 2.0107 3.0633 3.6868
C 2.1099 4.2287 4.3745
S 0.6337 4.5732 5.1598
C -0.0454 3.1570 4.5271
N 0.7723 2.4557 3.7816
H 4.8389 3.2214 3.2985
H 6.9870 1.8157 1.9380
H 7.2997 -0.1517 0.4772
H 5.4004 -1.4942 -0.2753
H 3.0786 -0.9304 0.4021
H 2.9511 4.8989 4.4516
H -1.0573 2.8544 4.7512
C -3.9493 2.9061 -0.4440
N -3.0789 2.1826 0.4868
C -1.7508 2.1873 0.5886
N -1.3854 1.3115 1.5188
C -2.5725 0.7939 1.9634
N -3.6096 1.2983 1.3531
C -3.6712 2.5600 -1.8911
C -3.9846 3.4790 -2.9060
C -3.7987 3.1681 -4.2494
C -3.2791 1.9420 -4.6123
C -2.9570 1.0171 -3.6000
C -3.1714 1.3308 -2.2426
C -2.3787 -0.2265 -3.9361
N -2.0553 -0.7072 -5.1478
N -1.4840 -1.8730 -4.9721
C -1.4569 -2.1171 -3.6516
O -2.0220 -1.0994 -2.9691
C -0.9026 -3.2213 -2.9647
C -0.2240 -4.2265 -3.6807
C 0.3393 -5.2724 -2.9811
C 0.2413 -5.3184 -1.5930
C -0.4397 -4.3274 -0.8686
C -0.5813 -4.4589 0.6331
N -0.0545 -3.3210 1.4038
C -0.4558 -2.0594 1.4641
N 0.2848 -1.4063 2.3597
C 1.1584 -2.3604 2.8171
N 0.9728 -3.5219 2.2567
C -1.0220 -3.2928 -1.5624
H -3.8558 3.9761 -0.2619
H -4.9613 2.6077 -0.1704
H -1.0949 2.7989 -0.0093
H -2.6558 0.0553 2.7448
H -4.3883 4.4491 -2.6410
H -4.0557 3.8928 -5.0090
H -3.1127 1.6855 -5.6500
H -2.9486 0.5875 -1.4888
H -0.1523 -4.1643 -4.7583
H 0.8614 -6.0579 -3.5090
H 0.6931 -6.1479 -1.0624
H -0.0138 -5.3130 0.9937
H -1.6232 -4.6056 0.9198
H -1.2916 -1.6468 0.9273
H 1.8973 -2.1827 3.5807
H -1.6046 -2.5357 -1.0567

Cartesian forces, eV/Å:
-0.08 0.31 -0.04
0.02 0.03 -0.03
0.07 0.02 0.07
-0.03 0.06 0.02
0.07 0.03 0.02
-0.10 -0.04 -0.02
-0.02 -0.03 -0.04
-0.03 0.01 -0.19
-0.24 -0.03 0.18
0.02 -0.05 0.11
0.07 -0.02 -0.05
-0.02 0.00 0.00
0.02 -0.04 -0.02
0.06 0.04 0.08
0.01 -0.12 -0.08
0.00 -0.01 0.02
-0.01 0.01 0.01
0.01 0.01 0.00
-0.02 -0.01 0.00
0.01 -0.01 0.01
0.00 0.01 0.01
-0.01 0.00 -0.02
-0.01 0.04 0.00
0.11 -0.03 -0.06
-0.01 0.01 -0.04
0.06 -0.14 0.06
-0.03 0.08 -0.01
-0.04 -0.09 -0.02
-0.03 0.01 0.01
0.01 -0.05 -0.01
-0.01 0.03 0.03
0.01 -0.04 0.03
-0.03 0.07 -0.01
-0.01 -0.03 -0.03
0.02 -0.05 0.05
-0.03 0.07 -0.02
0.04 -0.07 0.01
-0.02 0.05 0.03
0.00 -0.01 -0.08
0.02 -0.06 0.03
-0.04 0.05 0.01
0.02 -0.03 0.03
-0.01 0.04 -0.02
0.02 -0.04 0.03
0.00 -0.03 0.01
0.02 0.05 -0.07
-0.18 -0.05 0.18
0.26 0.00 -0.12
-0.09 -0.04 0.03
0.06 0.00 0.04
0.00 -0.01 -0.06
0.03 0.00 -0.04
0.00 0.05 0.03
0.01 0.02 0.01
0.00 0.00 0.01
0.00 0.01 0.00
0.00 0.00 0.00
0.00 -0.01 0.00
0.01 0.00 0.01
0.00 0.00 0.00
0.00 0.00 0.00
0.01 0.00 0.01
-0.05 -0.01 0.02
-0.01 0.02 -0.03
0.03 0.01 -0.07
0.04 0.02 -0.04
0.00 0.01 0.01

Calculated values
**Multiplicity**: 5
**ΔE to the lowest compared entry with this formula, charge and spin**: 0.0 kJ/mol
**Total charge**: +3
**Expectation value of S²**: 6.0442
**E_HOMO (alpha / beta)**: -15.8251 / -15.9481 eV



# 4
# C3H4N2S3

C3H4N2S3 in the gas phase at a distorted geometry (wB97M-V/def2-TZVPD, the OMol25 dataset).

Atoms and positions in Å:
C -0.8938 -2.0679 -0.5800
C 2.1795 -0.0348 0.0078
C -1.2166 1.9882 0.4621
H -1.7143 -1.8186 -1.1709
H -1.1727 -2.8184 0.3976
H -2.2411 1.2820 0.8345
H -1.2245 3.2701 0.2696
N 0.0097 -1.2383 -0.6547
N -0.2351 1.1662 0.2325
S 1.3377 -1.3700 0.6401
S 3.7944 0.0782 -0.0740
S 1.3768 1.5634 -0.3646

Cartesian forces, eV/Å:
-2.00 -2.45 4.40
0.60 2.28 -0.06
-0.25 -0.80 -0.36
-1.43 -0.36 -1.54
1.14 1.70 -2.75
2.83 2.86 -1.00
-0.15 -3.92 0.64
3.34 0.41 1.30
-0.84 2.32 0.24
-1.79 -0.27 -1.79
0.11 -0.33 0.00
-1.56 -1.42 0.91

Calculated values
**ΔE to the lowest compared entry with this formula, charge and spin**: 427.3 kJ/mol
**E_HOMO**: -8.7158 eV